ORCA calculation (wB97M-V/def2-TZVPD) on the ion C4H10N with charge +1.

Computed properties:
ΔE to the lowest compared entry with this formula, charge and spin: 59.3 kJ/mol
Multiplicity: 1
Net charge: +1
SMILES string: C1CC[NH2+]C1
Orbital gap: 12.46 eV
HOMO level: -15.980 eV

Atoms and positions in Å:
H (-1.132, -1.253, -1.404)
H (1.738, -0.410, -1.039)
H (1.866, 0.222, 1.284)
C (-0.442, -0.441, -1.140)
N (-0.182, 0.868, 0.873)
H (0.562, -0.777, 1.788)
H (-0.146, -0.104, -2.135)
H (0.963, -1.887, -0.414)
H (0.219, 1.712, 0.453)
H (-0.483, 1.133, 1.797)
C (0.924, -0.190, 0.934)
C (-1.200, 0.457, -0.216)
H (-1.563, 1.351, -0.725)
C (0.916, -0.798, -0.446)
H (-2.038, 0.119, 0.390)

Here are the natural (NBO) charges for atoms 1 to 2, given in e: H 0.257; H 0.239